# 1
{"formula": "C50H39O2P2RhS", "method": "ωB97M-V/def2-TZVPD", "symbols": ["Rh", "S", "P", "P", "O", "O", "C", "C", "C", "C", "C", "C", "C", "C", "C", "C", "C", "C", "C", "C", "C", "C", "C", "C", "C", "C", "C", "C", "C", "C", "C", "C", "C", "C", "C", "C", "C", "C", "C", "C", "C", "C", "C", "C", "C", "C", "C", "C", "C", "C", "C", "C", "C", "C", "C", "C", "H", "H", "H", "H", "H", "H", "H", "H", "H", "H", "H", "H", "H", "H", "H", "H", "H", "H", "H", "H", "H", "H", "H", "H", "H", "H", "H", "H", "H", "H", "H", "H", "H", "H", "H", "H", "H", "H", "H"], "coordinates": [[0.088, 0.616, 1.831], [2.090, 0.501, 0.480], [-0.410, 2.414, 0.447], [-0.518, -1.381, 0.693], [1.306, -0.357, 4.112], [3.075, 1.435, 0.987], [-1.981, -1.701, -0.343], [-0.299, 2.040, -1.325], [-1.809, -1.442, 3.101], [-0.308, 4.222, 0.459], [2.863, -1.125, 0.409], [-2.995, -1.515, -2.516], [-4.215, -2.500, -0.696], [1.514, 1.041, -5.570], [-2.058, -1.866, 4.392], [4.230, -1.179, 0.606], [1.858, 0.865, -4.127], [3.562, -5.554, -1.007], [0.808, 1.368, -1.919], [-0.455, -3.640, 4.118], [-2.095, 2.018, 1.030], [-0.188, -3.216, 2.827], [0.799, 1.343, -3.330], [0.964, 4.776, 0.329], [2.129, -2.279, 0.040], [2.431, -4.611, -0.777], [4.328, -3.443, -0.121], [2.989, 0.396, -3.507], [1.072, -4.743, -0.955], [-1.380, -2.966, 4.901], [0.106, 1.674, -5.571], [-0.022, 6.961, 0.330], [-3.140, -2.290, 0.151], [-4.642, 1.549, 2.041], [-1.286, 6.404, 0.465], [0.725, 0.670, 3.878], [-3.734, 2.299, 2.780], [4.822, -4.787, -0.546], [-0.877, -2.128, 2.308], [0.245, -3.686, -0.572], [2.997, 0.329, -2.108], [-0.235, 1.866, -4.128], [2.929, -3.396, -0.277], [1.102, 6.149, 0.269], [4.982, -2.333, 0.367], [-2.464, 2.529, 2.287], [-4.273, 1.022, 0.811], [-1.297, 2.580, -2.124], [-1.301, 2.482, -3.517], [0.727, -2.483, -0.063], [-3.004, 1.243, 0.308], [0.832, 1.943, 4.669], [-1.438, 5.032, 0.535], [1.947, 0.764, -1.329], [-4.150, -2.107, -2.023], [-1.913, -1.313, -1.682], [-1.557, -3.282, 5.919], [-5.108, -2.969, -0.316], [1.826, 4.122, 0.291], [-2.769, -1.331, 5.005], [0.095, 2.628, -6.097], [5.325, -5.298, 0.278], [6.049, -2.324, 0.527], [-4.977, 0.444, 0.235], [4.728, -0.272, 0.918], [-2.420, 4.596, 0.644], [0.560, -3.714, 2.231], [-2.946, -1.205, -3.548], [-0.632, 1.039, -6.064], [-2.111, 3.110, -1.647], [2.086, 6.585, 0.187], [-0.823, -3.832, -0.650], [-1.005, -0.854, -2.054], [-3.197, -2.598, 1.185], [1.540, 0.088, -6.099], [5.559, -4.691, -1.347], [1.120, 1.712, 5.696], [0.079, -4.485, 4.519], [3.859, 0.081, -4.061], [-4.023, 2.708, 3.734], [2.243, 1.691, -6.055], [-2.719, 0.841, -0.651], [0.637, -5.653, -1.332], [1.622, 2.550, 4.219], [3.879, -0.073, -1.629], [-5.640, 1.390, 2.419], [-2.157, 7.038, 0.519], [3.623, -5.839, -2.058], [-2.340, -0.584, 2.691], [-1.765, 3.150, 2.836], [0.087, 8.034, 0.273], [3.418, -6.479, -0.446], [-2.104, 2.923, -4.084], [-0.087, 2.521, 4.661], [-4.996, -2.265, -2.675]], "atomic_forces_ev_per_a": [[-0.5121, -0.2098, -0.4430], [0.7136, -0.8566, -1.6778], [-0.6788, 0.9268, -1.2825], [-0.2265, -1.4021, -0.1736], [-0.8277, 1.3190, -0.3088], [0.7031, 0.9024, 0.7061], [0.0693, 0.3902, 0.0742], [-0.2836, -0.0598, 0.3382], [0.0324, -0.0348, -0.1146], [0.2303, -0.2513, 0.4555], [-0.0891, 0.1611, 0.4927], [-0.0043, 0.0607, -0.0685], [-0.1228, 0.0076, -0.0958], [0.1312, -0.0515, -0.3107], [-0.0428, 0.0404, 0.1345], [-0.4425, 0.5196, 0.0819], [0.1974, -0.0756, 0.4629], [0.1538, -0.3912, -0.1419], [-0.2531, 0.0786, -0.2252], [0.0293, 0.0358, 0.0878], [0.3657, -0.1385, 0.0154], [-0.0439, 0.1169, -0.1167], [0.0524, 0.0203, 0.1179], [-0.1212, -0.1435, 0.1058], [0.0233, -0.3399, -0.0891], [-0.5996, 0.2623, 0.0910], [0.0652, 0.6711, 0.2081], [-0.2305, 0.1511, -0.2277], [0.5431, -0.1753, 0.0253], [0.0043, 0.0783, 0.0163], [-0.1342, 0.0664, -0.3147], [0.0035, -0.0175, -0.0004], [0.2472, 0.0345, 0.0982], [0.0594, -0.0116, -0.0768], [0.0112, 0.0971, -0.0365], [1.5800, -1.4072, 0.9964], [0.0917, 0.0126, 0.0852], [0.3983, -0.2587, -0.0448], [-0.0792, 0.3418, -0.0693], [0.0079, 0.4071, 0.1999], [0.0762, 0.0214, 0.1878], [-0.1791, 0.1469, 0.4651], [-0.0892, 0.2103, 0.0684], [0.0375, 0.0804, -0.0299], [-0.1188, -0.6674, -0.2485], [0.0305, 0.0035, 0.0131], [-0.0524, -0.0155, 0.0148], [0.2146, -0.1787, 0.2572], [0.1805, -0.1348, -0.3678], [-0.3309, 0.2967, -0.0673], [0.0531, 0.1190, -0.0602], [-0.0923, 0.2071, 0.3316], [0.0838, -0.1526, 0.0030], [-0.2885, -0.3007, 0.7487], [-0.0035, -0.0058, 0.0605], [0.1258, -0.0115, 0.1603], [-0.0432, -0.0606, 0.0286], [-0.1105, -0.0708, 0.0477], [0.1509, 0.0404, -0.0061], [-0.0627, -0.0180, 0.0370], [-0.0287, 0.0327, -0.0456], [-0.0098, 0.0444, -0.0389], [0.1021, 0.0140, 0.0360], [-0.0882, -0.0721, -0.0568], [0.0432, 0.0937, 0.0265], [-0.0816, 0.0363, -0.0025], [0.0597, -0.1330, -0.0556], [0.0278, 0.0065, -0.1211], [0.0172, -0.0053, -0.0006], [-0.0378, 0.0840, 0.0128], [0.0599, 0.0535, -0.0453], [-0.0491, 0.0054, 0.0048], [0.0361, 0.0356, -0.1311], [-0.0405, -0.0388, 0.0503], [0.0089, 0.0150, -0.0103], [-0.0309, -0.0311, 0.0513], [-0.0148, -0.0883, -0.0285], [0.0556, -0.1232, 0.0781], [0.0714, -0.0862, -0.0699], [-0.0334, 0.0716, 0.1009], [0.0023, -0.0315, -0.0276], [-0.0599, -0.0033, -0.0607], [-0.0814, -0.1429, -0.0970], [-0.0040, -0.0823, -0.1381], [-0.0148, -0.0705, 0.0251], [-0.0842, -0.0398, 0.0486], [-0.0616, 0.0814, -0.0121], [-0.0079, 0.0052, 0.0087], [-0.0704, -0.0609, 0.0537], [-0.0337, -0.0144, 0.0601], [0.0145, 0.0786, 0.0242], [0.0116, 0.0049, -0.0099], [-0.1349, 0.0585, -0.0960], [-0.0811, -0.0569, -0.1000], [-0.0648, -0.0263, -0.0519]], "lowdin_spin": [1.940, 0.152, 0.200, 0.150, 0.381, 0.059, 0.028, 0.026, 0.040, 0.043, 0.026, -0.001, 0.000, 0.000, 0.004, 0.011, -0.001, 0.001, 0.004, 0.011, 0.054, 0.011, 0.000, 0.011, 0.005, 0.003, 0.006, 0.002, 0.000, 0.019, 0.000, 0.009, 0.012, 0.053, 0.002, 0.357, 0.000, 0.001, 0.036, 0.008, 0.004, -0.001, 0.000, -0.001, 0.001, 0.055, 0.001, 0.006, 0.002, 0.019, 0.044, 0.112, 0.014, 0.022, 0.011, 0.011, 0.001, 0.000, 0.001, 0.000, 0.000, 0.000, 0.000, -0.001, 0.001, 0.001, 0.000, 0.000, 0.000, 0.001, 0.000, 0.000, 0.001, 0.001, 0.000, 0.000, 0.012, 0.000, 0.000, -0.001, 0.000, 0.001, 0.000, 0.000, 0.000, 0.003, 0.000, 0.000, 0.005, 0.003, 0.000, 0.000, 0.000, 0.001, 0.001], "de_lowest_kj_mol": 52.53, "charge": 2, "spin_multiplicity": 5, "e_homo_ev": [-12.8, -13.0]}

=====

# 2
{"formula": "C10H14N4O", "method": "ωB97M-V/def2-TZVPD", "symbols": ["O", "N", "N", "N", "N", "C", "C", "C", "C", "C", "C", "C", "C", "C", "C", "H", "H", "H", "H", "H", "H", "H", "H", "H", "H", "H", "H", "H", "H"], "coordinates": [[-1.034, -0.963, -0.040], [2.244, 0.371, 0.454], [-1.061, 0.635, 1.718], [2.451, 1.447, 2.491], [0.797, 1.371, 4.036], [-0.558, -0.704, -2.785], [0.261, -0.502, -0.413], [3.004, 1.057, 1.324], [0.957, 0.401, 0.530], [0.074, 0.278, -1.830], [-1.701, -0.062, 0.949], [1.120, 1.321, 2.801], [0.240, 1.197, 1.520], [-1.675, -2.034, -1.063], [-1.853, -1.331, -2.346], [-0.837, -2.767, -1.164], [-0.629, -0.128, -3.662], [-2.184, -1.955, -3.367], [3.047, 1.934, 3.276], [-0.609, 1.080, -1.720], [-2.773, -0.156, 0.871], [0.887, -1.339, -0.457], [-0.161, 1.170, 4.370], [4.104, 1.206, 1.176], [-0.005, 2.214, 1.218], [-2.642, -0.492, -2.155], [1.006, 0.719, -2.262], [-2.533, -2.379, -0.475], [0.062, -1.590, -2.996]], "atomic_forces_ev_per_a": [[-0.3698, 0.4315, 0.3850], [-0.0238, -0.2804, -0.8475], [-0.8278, 0.8899, 0.2089], [4.3726, 1.5051, -0.1669], [0.6182, -0.3496, -1.7344], [1.0980, -1.0489, 0.4111], [0.2121, 2.2138, -2.0364], [-0.5708, 0.7534, 2.4916], [1.3429, -0.0726, 0.0547], [1.3998, -1.6330, 0.9062], [-0.3155, -0.9901, -0.0959], [-3.3813, -0.4973, 2.1354], [-0.1538, -0.2165, 1.2841], [0.7172, -0.8584, 0.1743], [-2.9009, 1.7888, -2.4588], [-0.7377, 0.3313, 0.6990], [-0.5866, 0.2247, -1.5263], [0.3616, 1.0398, 3.3474], [-1.2290, -1.4187, -1.8382], [-0.7417, 0.9828, 0.6154], [-0.1706, -0.4465, 0.2468], [0.8706, -1.4313, -0.6952], [0.4320, 0.3479, -0.7865], [-1.1990, -0.0889, -0.0166], [0.4690, 0.3935, -0.3218], [0.9760, -1.4903, -0.6695], [-0.4728, -0.6879, 0.7200], [0.2754, -0.0132, -0.4101], [0.5358, 0.6211, -0.0757]], "nbo_charge": [-0.406, -0.451, -0.368, -0.507, -0.483, -0.418, 0.029, 0.427, 0.427, -0.396, 0.454, 0.387, -0.238, 0.000, -0.489, 0.236, 0.261, 0.329, 0.501, 0.222, 0.244, 0.255, 0.414, 0.280, 0.309, 0.229, 0.272, 0.255, 0.221], "de_lowest_kj_mol": 418.74, "charge": 2, "e_homo_ev": -18.1}